Below is an isolated molecule of C4H6O2 at a distorted geometry, with properties calculated with ωB97M-V with the def2-TZVPD basis set.

```
12
Properties=species:S:1:pos:R:3:lowdin_charge:R:1
C -1.52 0.28 0.18 -0.27
O -0.67 1.04 -0.62 -0.03
C 0.47 0.20 -0.78 -0.23
C 1.51 0.31 0.29 -0.01
C 0.43 -0.73 0.38 -0.23
O -0.72 -0.35 1.13 -0.03
H -2.25 -0.53 -0.49 0.17
H -2.54 0.53 0.34 0.10
H 0.70 -0.07 -1.81 0.15
H 2.52 -0.02 0.06 0.11
H 1.43 1.16 0.97 0.12
H 0.63 -1.80 0.35 0.15
```

The calculation puts the HOMO energy at -9.37 eV. The LUMO energy comes out at 1.109 eV. The structure (SMILES) is C1O[C@H]2C[C@H]2O1. As for the energy relative to the best compared isomer or geometry (same formula, charge and spin): 87.2 kcal/mol. Its total charge is 0. The value obtained for the frontier orbital gap is 10.478 eV.

---

Below is an isolated molecule of C4H6O2, with properties calculated with ωB97M-V with the def2-TZVPD basis set.

```
12
Properties=species:S:1:pos:R:3:lowdin_charge:R:1
O 2.07 0.40 1.26 0.08
C 2.06 0.14 0.09 -0.34
O 1.06 -0.47 -0.57 0.01
C -0.15 -0.58 0.16 -0.31
C -1.37 -0.37 -0.66 -0.08
C -0.91 0.69 0.31 -0.09
H 2.87 0.38 -0.62 0.15
H -0.12 -1.31 0.96 0.15
H -1.22 -0.19 -1.72 0.11
H -2.26 -0.95 -0.42 0.10
H -0.44 1.57 -0.11 0.11
H -1.47 0.86 1.22 0.11
```

The calculation puts the HOMO energy at -10.69 eV. The LUMO energy comes out at 1.076 eV. The structure (SMILES) is O=COC1CC1. As for the energy relative to the best compared isomer or geometry (same formula, charge and spin): 29.6 kcal/mol. Its total charge is 0. The value obtained for the frontier orbital gap is 11.769 eV.

---

Below is an isolated molecule of C4H6O2, with properties calculated with ωB97M-V with the def2-TZVPD basis set.

```
12
Properties=species:S:1:pos:R:3:lowdin_charge:R:1
O -1.10 -0.59 -1.54 0.00
C -0.63 0.25 -0.51 -0.32
C -0.60 -0.42 0.89 -0.05
C 0.87 -0.04 0.97 -0.22
O 1.52 -0.71 -0.10 0.01
C 0.87 0.52 -0.38 -0.19
H -0.65 -0.34 -2.36 0.10
H -1.19 1.20 -0.48 0.15
H -1.25 0.07 1.62 0.11
H -0.78 -1.50 0.88 0.12
H 1.47 0.24 1.83 0.14
H 1.46 1.31 -0.83 0.15
```

The calculation puts the HOMO energy at -9.95 eV. The LUMO energy comes out at 0.943 eV. The structure (SMILES) is O[C@H]1C[C@H]2O[C@@H]12. As for the energy relative to the best compared isomer or geometry (same formula, charge and spin): 61.0 kcal/mol. Its total charge is 0. The value obtained for the frontier orbital gap is 10.892 eV.

---

Below is an isolated molecule of C4H6O2 at a distorted geometry, with properties calculated with ωB97M-V with the def2-TZVPD basis set.

```
12
Properties=species:S:1:pos:R:3:lowdin_charge:R:1
C 0.45 0.87 0.34 -0.18
C -0.93 -1.06 -0.49 0.03
C 1.43 -0.20 0.51 -0.10
C -0.85 0.14 0.09 -0.46
O 2.56 -0.09 -0.23 0.00
O -1.97 0.88 0.36 0.02
H 0.33 1.44 1.32 0.15
H 0.63 1.70 -0.46 0.16
H -1.99 -1.48 -0.80 0.10
H -0.09 -1.67 -0.80 0.05
H 3.11 -0.82 0.19 0.12
H -2.66 0.29 -0.04 0.11
```

The calculation puts the HOMO energy at -8.45 eV. The LUMO energy comes out at 0.848 eV. As for the energy relative to the best compared isomer or geometry (same formula, charge and spin): 95.0 kcal/mol. Its total charge is 0. The value obtained for the frontier orbital gap is 9.298 eV.

---

Below is a cluster of 2 separate species, C4H6O2 in total at a distorted geometry, with properties calculated with ωB97M-V with the def2-TZVPD basis set.

```
12
Properties=species:S:1:pos:R:3:lowdin_charge:R:1
C 2.11 -0.60 -1.28 0.00
C 1.95 -0.21 -0.04 -0.29
O 1.86 0.10 1.08 0.14
H 1.36 -0.34 -2.01 0.05
H 3.01 -1.14 -1.55 0.06
C -1.49 0.09 1.16 -0.04
C -1.42 0.58 -0.26 -0.28
O -0.40 0.79 -0.88 0.02
H -2.20 -0.74 1.23 0.08
H -0.51 -0.21 1.52 0.06
H -1.88 0.90 1.79 0.09
H -2.40 0.77 -0.75 0.12
```

The calculation puts the HOMO energy at -8.93 eV. The LUMO energy comes out at 0.962 eV. The structure (SMILES) is C=C=O.CC=O. As for the energy relative to the best compared isomer or geometry (same formula, charge and spin): 39.4 kcal/mol. Its total charge is 0. The value obtained for the frontier orbital gap is 9.889 eV.

---

Below is an isolated molecule of C4H6O2 at a distorted geometry, with properties calculated with ωB97M-V with the def2-TZVPD basis set.

```
12
Properties=species:S:1:pos:R:3:lowdin_charge:R:1
C 0.35 -1.63 -1.18 -0.04
O -0.67 -1.71 -0.28 -0.13
C -0.69 -0.31 -0.55 -0.18
C -0.50 0.51 0.69 -0.27
C 0.81 1.02 1.10 -0.10
O -0.15 1.88 0.49 -0.03
H 0.84 -0.44 -0.92 0.15
H 0.07 -1.63 -2.24 0.06
H -1.50 -0.01 -1.21 0.14
H -1.26 0.33 1.45 0.16
H 1.69 0.80 0.50 0.11
H 1.00 1.20 2.16 0.12
```

The calculation puts the HOMO energy at -8.85 eV. The LUMO energy comes out at 0.952 eV. The structure (SMILES) is C1O[C@H]1[C@H]1CO1. As for the energy relative to the best compared isomer or geometry (same formula, charge and spin): 144.1 kcal/mol. Its total charge is 0. The value obtained for the frontier orbital gap is 9.806 eV.

---

Below is a structure of composition C4H6O2, with properties calculated with ωB97M-V with the def2-TZVPD basis set.

```
12
Properties=species:S:1:pos:R:3:lowdin_charge:R:1
C -1.01 -1.17 0.01 0.01
C -0.01 -0.18 0.54 -0.44
C -0.10 1.30 0.20 -0.07
O -0.42 0.74 1.49 0.03
C 1.25 0.11 -0.08 -0.25
O 1.14 0.17 -1.38 -0.06
H -1.22 -1.92 0.78 0.09
H -1.94 -0.68 -0.26 0.10
H -0.59 -1.68 -0.86 0.09
H 0.67 2.07 0.32 0.13
H 0.05 0.87 -1.21 0.21
H 2.17 0.36 0.45 0.16
```

The calculation puts the HOMO energy at -9.46 eV. The LUMO energy comes out at 0.885 eV. As for the energy relative to the best compared isomer or geometry (same formula, charge and spin): 145.5 kcal/mol. Its total charge is 0. The value obtained for the frontier orbital gap is 10.342 eV.

---

Below is an isolated molecule of C4H6O2 at a distorted geometry, with properties calculated with ωB97M-V with the def2-TZVPD basis set.

```
12
Properties=species:S:1:pos:R:3:lowdin_charge:R:1
O 0.32 -2.36 0.17 0.10
C 0.33 -1.16 0.03 -0.37
C 0.79 -0.09 0.98 -0.09
C 0.19 1.03 0.12 -0.11
C -0.30 -0.06 -0.88 -0.30
O -1.60 -0.04 -1.37 0.01
H -0.04 -0.46 1.61 0.14
H 1.79 -0.01 1.41 0.13
H 0.89 1.74 -0.32 0.11
H -0.60 1.60 0.64 0.11
H 0.36 -0.07 -1.75 0.16
H -2.22 -0.10 -0.63 0.10
```

The calculation puts the HOMO energy at -9.32 eV. The LUMO energy comes out at 0.733 eV. The structure (SMILES) is O=C1CC[C@@H]1O. As for the energy relative to the best compared isomer or geometry (same formula, charge and spin): 46.0 kcal/mol. Its total charge is 0. The value obtained for the frontier orbital gap is 10.053 eV.